1.
{"formula": "C2H5N3O2S", "method": "the ωB97M-V functional and the def2-TZVPD basis", "elements": ["S", "O", "O", "N", "N", "N", "C", "C", "H", "H", "H", "H", "H"], "xyz": [[-1.480, -0.132, -0.040], [-2.623, -0.048, -0.883], [-1.700, -0.294, 1.360], [2.033, -1.084, 0.658], [-0.618, 1.291, -0.346], [-0.393, -1.292, -0.455], [0.652, 1.025, 0.219], [1.077, -0.466, 0.151], [-0.706, 1.564, -1.322], [-0.212, -1.352, -1.420], [2.060, -2.166, 0.655], [1.501, 1.707, 0.036], [0.410, 1.248, 1.385]], "total_energy_ha": -792.06135, "fmax_ha_per_bohr": 0.0825, "gap_ev": 10.79}

2.
{"formula": "C4H16NO2S", "method": "the ωB97M-V functional and the def2-TZVPD basis", "elements": ["S", "O", "O", "N", "C", "C", "C", "C", "H", "H", "H", "H", "H", "H", "H", "H", "H", "H", "H", "H", "H", "H", "H", "H"], "xyz": [[-0.534, 0.421, -2.122], [2.172, -1.136, 3.215], [-2.698, 2.077, 1.245], [-0.510, -0.416, 1.829], [0.555, 0.798, -0.785], [1.065, -0.393, 0.016], [0.061, -1.294, 0.718], [0.458, -0.566, -3.301], [1.859, -0.001, 0.669], [-1.383, -0.753, 2.231], [0.689, -1.582, -2.962], [0.077, 1.572, -0.176], [-0.784, 0.458, 1.374], [1.448, 1.323, -1.145], [1.703, -1.008, -0.632], [-0.168, -0.595, -4.184], [-3.089, 2.737, 0.675], [3.065, -0.813, 3.224], [1.467, -0.221, -3.548], [0.420, -2.235, 1.115], [-0.783, -1.525, 0.069], [2.109, -1.679, 4.022], [-3.407, 1.506, 1.471], [0.176, -0.316, 2.578]], "total_energy_ha": -765.18648, "fmax_ha_per_bohr": 0.0320, "gap_ev": 8.73, "charge": 1}

3.
{"formula": "CHFI2S", "method": "the ωB97M-V functional and the def2-TZVPD basis", "elements": ["I", "I", "S", "F", "C", "H"], "xyz": [[-2.615, -1.175, 0.319], [2.346, -0.236, -0.773], [-1.004, -0.219, -1.128], [0.393, 1.556, 0.365], [0.419, 0.201, 0.076], [0.462, -0.127, 1.141]], "total_energy_ha": -1132.11696, "fmax_ha_per_bohr": 0.0402, "gap_ev": 8.22, "smiles": "F[C@H](I)SI"}

4.
{"formula": "C2H5IN2OS", "method": "the ωB97M-V functional and the def2-TZVPD basis", "elements": ["I", "S", "O", "N", "N", "C", "C", "H", "H", "H", "H", "H"], "xyz": [[-1.539, 1.898, 2.313], [-1.614, 0.489, -1.069], [1.184, -0.153, -1.774], [-0.589, 0.351, 1.436], [1.112, -1.577, -0.039], [0.823, -0.382, -0.641], [-0.171, 0.647, 0.005], [1.229, -1.714, 0.978], [-1.277, 1.317, -1.956], [-1.126, -0.494, 1.385], [1.854, -2.161, -0.537], [0.114, 1.781, -0.101]], "total_energy_ha": -959.80369, "fmax_ha_per_bohr": 0.0559, "gap_ev": 8.87, "smiles": "NC(=O)[C@@H](S)NI"}